No. 1
Formula: C27H34BClFN2O4
Source: the Open Molecules 2025 dataset
Level of theory: ωB97M-V/def2-TZVPD

Summary:
Spin multiplicity: 1
ΔE to the lowest compared entry with this formula, charge and spin, eV: 0.1033
Net charge: +1

Geometry as XYZ:
```
70
Properties=species:S:1:pos:R:3:forces:R:3
Cl -6.085 1.731 -2.670 0.4 0.5 -0.2
C -4.557 2.656 -2.753 -0.3 -0.3 0.0
N -3.463 1.932 -2.062 0.8 -0.4 0.4
C -3.768 1.751 -0.548 -1.5 1.2 -1.3
C -2.612 1.056 0.089 1.0 -0.3 -0.3
N -1.582 0.878 -0.929 1.5 -1.2 0.7
F 1.778 -1.423 0.631 -5.2 1.6 0.1
C -1.051 2.110 -1.495 -0.3 -0.7 0.4
C -2.198 2.802 -2.192 -1.4 0.8 -0.7
C -1.983 -0.049 -1.989 0.3 0.4 0.7
C -3.148 0.557 -2.713 -1.8 1.2 -1.0
H -4.268 2.785 -3.806 -0.2 0.0 0.4
H -4.684 3.617 -2.240 -0.1 -0.3 -0.3
H -3.902 2.790 -0.175 -0.2 -0.7 -0.2
H -4.718 1.192 -0.507 0.4 0.4 0.1
H -2.235 1.664 0.911 0.2 -0.2 0.1
H -2.916 0.082 0.476 0.2 0.0 0.0
H -0.629 2.753 -0.722 0.1 -0.2 0.0
H -0.290 1.849 -2.230 0.2 0.0 0.3
H -2.041 2.905 -3.280 -0.1 0.2 0.5
H -2.473 3.768 -1.725 0.2 -0.4 -0.5
H -1.165 -0.171 -2.695 0.2 -0.2 0.2
H -2.271 -1.016 -1.580 0.3 0.0 0.2
H -4.094 -0.020 -2.645 0.7 0.3 -0.2
H -2.914 0.807 -3.777 -0.4 -0.3 0.7
C 4.493 -4.232 1.946 0.5 -1.7 0.7
C 4.071 -2.882 2.050 0.0 3.4 -0.1
C 4.256 -1.754 2.874 -1.7 -2.4 -0.8
C 3.802 -0.637 2.077 2.4 -0.3 -1.5
C 3.984 -1.139 0.760 -1.8 1.2 4.0
B 0.376 -1.154 1.221 7.0 -1.1 -0.2
C 0.301 0.067 2.091 -0.9 2.0 0.9
C -0.217 0.290 3.366 0.5 -0.2 -0.9
C -0.201 1.686 3.587 0.4 0.6 -0.6
C 0.389 2.268 2.494 -0.8 -1.4 0.1
C 0.443 3.707 2.216 0.1 1.0 0.1
O 0.697 1.315 1.551 -0.6 0.0 1.2
C 4.157 -0.488 -0.445 -3.4 -1.0 -2.6
C 3.999 -1.196 -1.661 0.7 0.5 1.9
C 3.872 -0.209 -2.648 -2.5 0.8 0.7
C 3.529 0.932 -1.928 1.1 -1.8 0.6
C 3.278 2.227 -2.419 -0.5 1.5 -1.1
O 3.619 0.817 -0.574 2.3 -2.0 -1.5
C -0.193 -2.482 1.271 -0.6 -0.7 -0.5
C 0.029 -3.552 0.386 -0.6 1.6 1.0
C -1.217 -4.155 0.194 -1.2 0.8 1.3
C -2.104 -3.441 1.018 2.5 -0.3 -0.2
C -3.489 -3.376 1.277 -2.2 -0.3 0.2
O -1.498 -2.453 1.725 0.5 -1.9 -2.1
O 3.786 -2.478 0.752 2.5 1.2 0.6
H 5.088 -4.340 2.851 0.2 -1.1 -0.1
H 3.633 -4.921 1.889 0.5 -0.1 0.2
H 5.069 -4.308 1.003 0.1 -0.4 0.8
H 4.670 -1.831 3.886 -0.7 0.3 -0.4
H 3.471 0.381 2.358 1.0 -0.7 -0.2
H -0.452 -0.413 4.155 -0.3 -0.3 -0.6
H -0.670 2.253 4.385 0.4 -0.3 0.1
H -0.034 4.187 3.085 0.2 0.0 -0.3
H 1.446 4.159 2.141 -0.3 -0.4 -0.3
H -0.176 3.972 1.343 0.4 0.0 0.1
H 3.658 -2.246 -1.678 1.3 0.6 -0.2
H 3.557 -0.384 -3.681 0.6 0.3 0.3
H 3.746 2.135 -3.382 -0.1 1.0 -0.8
H 2.207 2.394 -2.532 -0.1 0.5 0.0
H 3.758 2.988 -1.819 -0.1 0.3 0.0
H 0.960 -3.771 -0.103 0.1 0.1 0.0
H -1.426 -4.957 -0.488 -0.3 -0.2 0.1
H -3.947 -4.308 0.955 -0.6 0.3 0.1
H -3.593 -3.191 2.363 -0.5 -0.2 -0.6
H -3.858 -2.490 0.714 -0.4 -0.6 0.4
```
Positions in Å, forces in eV/Å.

Taken from the Löwdin analysis, the atomic charges in e are: atom 1 (Cl): 0.68, atom 2 (C): -0.49, atom 3 (N): -0.28, atom 4 (C): -0.07, atom 5 (C): -0.12, atom 6 (N): -0.14, atom 7 (F): 0.00, atom 8 (C): -0.12, atom 9 (C): -0.06, atom 10 (C): -0.13, atom 11 (C): -0.07, atom 12 (H): 0.11, atom 13 (H): 0.11, atom 14 (H): 0.15, atom 15 (H): 0.11, atom 16 (H): 0.13, atom 17 (H): 0.13, atom 18 (H): 0.12, atom 19 (H): 0.13, atom 20 (H): 0.14, atom 21 (H): 0.14, atom 22 (H): 0.14, atom 23 (H): 0.13, atom 24 (H): 0.12, atom 25 (H): 0.15, atom 26 (C): -0.04, atom 27 (C): -0.33, atom 28 (C): 0.00, atom 29 (C): 0.01, atom 30 (C): -0.29, atom 31 (B): -0.24, atom 32 (C): -0.11, atom 33 (C): 0.01, atom 34 (C): -0.03, atom 35 (C): -0.33, atom 36 (C): -0.02, atom 37 (O): 0.04, atom 38 (C): -0.16, atom 39 (C): 0.01, atom 40 (C): -0.02, atom 41 (C): -0.37, atom 42 (C): -0.03, atom 43 (O): 0.11, atom 44 (C): -0.13, atom 45 (C): 0.04, atom 46 (C): 0.02, atom 47 (C): -0.34, atom 48 (C): -0.02, atom 49 (O): 0.06, atom 50 (O): 0.01, atom 51 (H): 0.09, atom 52 (H): 0.09, atom 53 (H): 0.11, atom 54 (H): 0.11, atom 55 (H): 0.12, atom 56 (H): 0.13, atom 57 (H): 0.12, atom 58 (H): 0.09, atom 59 (H): 0.10, atom 60 (H): 0.07, atom 61 (H): 0.14, atom 62 (H): 0.12, atom 63 (H): 0.09, atom 64 (H): 0.07, atom 65 (H): 0.10, atom 66 (H): 0.13, atom 67 (H): 0.11, atom 68 (H): 0.10, atom 69 (H): 0.12, atom 70 (H): 0.10

=====

No. 2
Formula: C27H34BrIN8OPd
Source: the Open Molecules 2025 dataset
Level of theory: ωB97M-V/def2-TZVPD

Summary:
Spin multiplicity: 5
ΔE to the lowest compared entry with this formula, charge and spin, eV: 0.0000
Net charge: +4

Geometry as XYZ:
```
73
Properties=species:S:1:pos:R:3:forces:R:3
Pd 0.672 0.174 -0.022 0.1 -0.3 -0.1
N -4.201 3.470 0.764 0.0 0.0 0.0
C -3.137 3.038 0.079 0.0 0.0 0.0
N -2.535 1.901 0.311 0.0 0.0 0.0
C -3.035 1.123 1.291 -0.1 -0.1 -0.1
N -2.575 -0.137 1.485 0.2 0.1 0.1
N -1.628 -0.584 0.648 -0.4 0.2 0.0
C -1.921 -1.600 -0.070 0.1 0.1 0.0
C -0.927 -2.247 -0.922 0.0 0.0 0.0
C -1.277 -3.407 -1.592 0.0 0.0 0.0
C -0.320 -4.062 -2.358 0.0 0.0 0.0
C 0.951 -3.526 -2.408 0.0 0.0 0.0
C 1.219 -2.353 -1.715 0.1 0.0 0.0
N 0.307 -1.706 -0.992 -0.1 0.1 0.1
C -4.131 1.522 2.118 0.0 0.0 0.0
C -4.672 0.750 3.167 0.0 0.0 0.0
C -5.756 1.218 3.855 0.0 0.0 0.0
C -6.347 2.463 3.526 0.0 0.0 0.0
C -5.852 3.239 2.512 0.0 0.0 0.0
C -4.743 2.766 1.805 0.0 0.0 0.0
H -4.631 4.350 0.495 0.0 0.0 0.0
H -2.781 3.684 -0.714 0.0 0.0 0.0
H -2.930 -2.005 -0.061 0.0 0.0 0.0
H -2.283 -3.794 -1.508 0.0 0.0 0.0
H -0.567 -4.969 -2.892 0.0 0.0 0.0
H 1.738 -4.001 -2.978 0.0 0.0 0.0
H 2.208 -1.915 -1.740 0.0 0.0 0.0
H -4.228 -0.204 3.408 0.0 0.0 0.0
H -6.180 0.634 4.661 0.0 0.0 0.0
H -7.210 2.802 4.086 0.0 0.0 0.0
H -6.303 4.191 2.260 0.0 0.0 0.0
Br 6.368 -1.083 -2.162 0.0 0.0 0.0
C 5.751 -0.151 -3.598 0.0 0.0 0.0
C 6.531 -0.216 -4.791 0.0 0.0 0.0
C 6.121 0.448 -5.907 0.0 0.0 0.0
C 4.918 1.185 -5.865 0.0 0.0 0.0
C 4.141 1.270 -4.688 0.0 0.0 0.0
C 4.537 0.622 -3.551 0.0 0.1 0.0
I 3.419 0.874 -1.804 0.2 0.0 -0.1
H 7.443 -0.799 -4.782 0.0 0.0 0.0
H 6.704 0.414 -6.818 0.0 0.0 0.0
H 4.578 1.705 -6.752 0.0 0.0 0.0
H 3.236 1.861 -4.702 0.0 0.0 0.0
C 3.022 3.693 2.515 0.0 0.0 0.0
N 2.349 3.956 1.247 0.0 0.0 0.0
C 2.476 5.318 0.714 0.0 0.0 0.0
C 1.638 3.052 0.623 -0.1 0.0 -0.1
O 1.459 1.870 1.025 0.0 -0.1 0.1
H 4.097 3.619 2.356 0.0 0.0 0.0
H 2.645 2.772 2.947 0.0 0.0 0.0
H 2.825 4.517 3.199 0.0 0.0 0.0
H 1.818 5.996 1.255 0.0 0.0 0.0
H 2.230 5.329 -0.345 0.0 0.0 0.0
H 3.505 5.650 0.839 0.0 0.0 0.0
H 1.183 3.392 -0.311 0.0 0.0 0.0
C 3.296 -3.341 4.016 0.0 0.0 0.0
C 2.988 -1.867 4.250 0.0 0.0 -0.1
C 2.808 -1.566 5.744 0.0 0.0 0.0
C 4.031 -0.957 3.617 0.0 0.0 0.0
N 1.660 -1.608 3.617 -0.1 0.1 0.1
N 1.308 -0.475 3.038 0.1 0.0 0.4
H 4.201 -3.604 4.560 0.0 0.0 0.0
H 3.455 -3.554 2.958 0.0 0.0 0.0
H 2.495 -3.981 4.392 0.0 0.0 0.0
H 3.757 -1.754 6.247 0.0 0.0 0.0
H 2.060 -2.216 6.197 0.0 0.0 0.0
H 2.534 -0.524 5.914 0.0 0.0 0.0
H 5.014 -1.280 3.958 0.0 0.0 0.0
H 3.925 0.085 3.929 0.0 0.0 0.0
H 4.025 -1.027 2.527 0.0 0.0 0.0
H 0.896 -2.243 3.831 0.0 0.0 0.0
H 2.041 0.221 2.962 0.0 0.0 -0.1
H 0.385 -0.117 3.259 -0.1 -0.1 -0.2
```
Positions in Å, forces in eV/Å.

Taken from the Löwdin analysis, the atomic charges in e are: atom 1 (Pd): 0.66, atom 2 (N): 0.18, atom 3 (C): -0.08, atom 4 (N): 0.16, atom 5 (C): -0.25, atom 6 (N): 0.14, atom 7 (N): -0.01, atom 8 (C): -0.03, atom 9 (C): -0.25, atom 10 (C): 0.03, atom 11 (C): 0.01, atom 12 (C): 0.00, atom 13 (C): -0.12, atom 14 (N): -0.02, atom 15 (C): -0.06, atom 16 (C): 0.01, atom 17 (C): 0.01, atom 18 (C): 0.02, atom 19 (C): 0.03, atom 20 (C): -0.13, atom 21 (H): 0.19, atom 22 (H): 0.15, atom 23 (H): 0.15, atom 24 (H): 0.14, atom 25 (H): 0.14, atom 26 (H): 0.13, atom 27 (H): 0.05, atom 28 (H): 0.12, atom 29 (H): 0.13, atom 30 (H): 0.14, atom 31 (H): 0.14, atom 32 (Br): 1.02, atom 33 (C): -0.68, atom 34 (C): -0.06, atom 35 (C): 0.02, atom 36 (C): 0.07, atom 37 (C): -0.10, atom 38 (C): -0.69, atom 39 (I): 1.05, atom 40 (H): 0.13, atom 41 (H): 0.15, atom 42 (H): 0.15, atom 43 (H): 0.12, atom 44 (C): 0.01, atom 45 (N): -0.15, atom 46 (C): 0.00, atom 47 (C): -0.33, atom 48 (O): -0.23, atom 49 (H): 0.11, atom 50 (H): 0.07, atom 51 (H): 0.11, atom 52 (H): 0.11, atom 53 (H): 0.10, atom 54 (H): 0.11, atom 55 (H): 0.14, atom 56 (C): -0.01, atom 57 (C): -0.57, atom 58 (C): 0.00, atom 59 (C): -0.03, atom 60 (N): 0.08, atom 61 (N): 0.16, atom 62 (H): 0.11, atom 63 (H): 0.09, atom 64 (H): 0.10, atom 65 (H): 0.11, atom 66 (H): 0.10, atom 67 (H): 0.09, atom 68 (H): 0.11, atom 69 (H): 0.09, atom 70 (H): 0.09, atom 71 (H): 0.18, atom 72 (H): 0.09, atom 73 (H): 0.14

=====

Which of these has the highest ΔE to the lowest compared entry with this formula, charge and spin?
C27H34BClFN2O4

=====

net charge of number 1 (C27H34BClFN2O4)?
+1

=====

The highest net charge belongs to which entry?
C27H34BrIN8OPd

=====

Look up the ΔE to the lowest compared entry with this formula, charge and spin of the second one.
0.0000 eV